# 1
A cluster of 11 separate species, C17H58N20O11 in total at a distorted geometry, computed with ωB97M-V/def2-TZVPD.

## Properties
Total energy   -70894.774 eV
SMILES   COC[C@H](C)N.COC[C@H](C)N.NC(N)=O.NC(N)=O.NC(N)=O.NC(N)=O.NC(N)=O.NC(N)=O.NC(N)=O.NC(N)=O.NC(N)=O
ΔE to the lowest compared entry with this formula, charge and spin   890.9 kJ/mol
E_HOMO   -9.0635 eV
Total charge   0
M   718.8 g mol⁻¹
Orbital gap   9.2416 eV

Geometry (Å):
C -7.030 0.714 -36.981
O -5.956 1.426 -36.388
C -5.801 1.372 -34.976
C -6.892 2.260 -34.279
C -6.682 3.748 -34.432
N -7.030 2.042 -32.838
H -6.974 -0.357 -36.785
H -7.039 0.766 -38.070
H -8.027 1.018 -36.662
H -5.657 0.343 -34.646
H -4.960 2.020 -34.732
H -7.871 1.967 -34.657
H -6.222 4.215 -33.561
H -7.682 4.170 -34.529
H -6.148 4.209 -35.263
H -6.874 1.071 -32.610
H -7.923 2.339 -32.471
C -7.527 10.323 -27.844
O -7.904 11.491 -28.594
C -8.486 12.628 -27.949
C -7.515 13.159 -26.832
C -8.072 14.420 -26.045
N -6.200 13.542 -27.389
H -6.445 10.258 -27.728
H -7.806 9.439 -28.417
H -8.096 10.264 -26.915
H -8.691 13.368 -28.723
H -9.470 12.509 -27.497
H -7.177 12.424 -26.101
H -7.506 14.525 -25.119
H -9.077 14.509 -25.632
H -7.765 15.268 -26.658
H -5.575 13.622 -26.599
H -5.803 12.953 -28.107
N -12.782 17.313 -32.294
C -13.153 18.494 -32.683
N -12.223 19.364 -32.729
O -14.279 18.711 -33.026
H -13.564 16.691 -32.445
H -11.918 16.796 -32.223
H -11.450 19.099 -32.136
H -12.367 20.326 -33.001
N -1.507 5.784 -28.740
C -1.125 6.986 -28.928
N -1.327 7.799 -27.963
O -0.322 7.309 -29.822
H -1.908 5.445 -27.877
H -1.232 5.134 -29.463
H -0.942 8.729 -28.051
H -1.927 7.517 -27.200
N -8.756 21.089 -19.974
C -9.502 20.618 -20.949
N -9.664 19.287 -20.911
O -9.798 21.290 -21.922
H -8.288 21.971 -20.124
H -8.398 20.372 -19.359
H -10.346 18.946 -21.574
H -9.414 18.938 -19.997
N -14.332 4.128 -27.194
C -13.124 4.450 -27.345
N -12.916 5.193 -28.434
O -12.227 4.212 -26.605
H -15.108 4.324 -27.809
H -14.673 3.613 -26.395
H -12.003 5.525 -28.710
H -13.736 5.550 -28.904
N -15.114 13.001 -25.062
C -14.793 11.977 -24.308
N -14.439 12.226 -23.086
O -14.585 10.936 -24.851
H -14.805 12.947 -26.022
H -15.237 13.904 -24.628
H -14.702 13.085 -22.624
H -14.275 11.398 -22.532
N -8.867 4.427 -21.441
C -7.994 5.410 -21.439
N -8.002 6.068 -22.524
O -7.321 5.656 -20.489
H -9.305 4.172 -22.315
H -8.788 3.826 -20.633
H -8.883 5.933 -23.000
H -7.338 6.828 -22.491
N -1.922 12.032 -21.772
C -2.502 10.846 -21.741
N -2.314 10.252 -20.615
O -3.220 10.423 -22.630
H -1.223 12.243 -21.074
H -2.042 12.568 -22.619
H -2.704 9.322 -20.557
H -1.810 10.682 -19.852
N -6.503 18.009 -31.453
C -6.275 18.065 -32.761
N -5.813 16.927 -33.164
O -6.441 19.029 -33.467
H -6.816 18.784 -30.885
H -6.342 17.162 -30.927
H -5.788 16.691 -34.145
H -5.780 16.194 -32.469
N -3.302 20.129 -23.409
C -2.168 19.590 -23.450
N -1.157 20.415 -23.236
O -2.112 18.386 -23.686
H -4.136 19.637 -23.695
H -3.292 21.129 -23.268
H -1.410 21.352 -22.955
H -0.268 19.953 -23.366

=====

# 2
A cluster of 3 separate species, C12H22FNO4 in total at a distorted geometry, computed with ωB97M-V/def2-TZVPD.

## Properties
Total energy   -25190.293 eV
SMILES   C=CCNC(=O)OF.C1CCOC1.C1CCOC1
ΔE to the lowest compared entry with this formula, charge and spin   549.7 kJ/mol
E_HOMO   -7.7506 eV
Total charge   0
M   263.3 g mol⁻¹
Orbital gap   7.7915 eV

Geometry (Å):
C -0.366 -0.409 1.276
C -0.531 -1.547 0.519
C 0.646 -2.340 -0.028
N 1.701 -1.512 -0.581
C 1.380 -0.959 -1.800
O 0.331 -0.737 -2.229
O 2.482 -0.671 -2.622
F 3.348 0.033 -1.794
H 0.000 -0.517 2.295
H -0.576 0.550 0.822
H -1.543 -1.872 0.277
H 1.095 -2.873 0.823
H 0.327 -3.107 -0.719
H 2.062 -0.841 0.082
C -1.551 -1.343 6.448
C -2.946 -1.137 5.873
C -2.640 -0.448 4.552
O -1.364 -0.936 4.123
C -0.742 -1.650 5.198
H -1.495 -2.134 7.194
H -1.197 -0.416 6.907
H -3.419 -2.105 5.691
H -3.604 -0.552 6.514
H -2.565 0.637 4.677
H -3.385 -0.657 3.784
H -0.772 -2.719 4.959
H 0.301 -1.343 5.284
C 1.341 1.417 -4.904
C 2.193 2.666 -5.083
C 1.290 3.540 -5.941
O -0.056 3.202 -5.593
C -0.056 2.007 -4.801
H 1.612 0.820 -4.040
H 1.416 0.785 -5.793
H 2.365 3.141 -4.113
H 3.162 2.476 -5.544
H 1.430 3.330 -7.007
H 1.451 4.606 -5.774
H -0.294 2.284 -3.768
H -0.829 1.330 -5.165

=====

# 3
A structure of composition C9H21O12V at a distorted geometry, computed with ωB97M-V/def2-TZVPD.

## Properties
Total energy   -59932.093 eV
ΔE to the lowest compared entry with this formula, charge and spin   54.0 kJ/mol
2S+1   3
Expectation value of S²   2.01
E_HOMO (alpha / beta)   -7.8006 / -8.8746 eV
Total charge   0
M   372.2 g mol⁻¹
Orbital gap (alpha / beta)   8.4647 / 9.5413 eV

Geometry (Å):
V 1.702 31.480 -24.796
O 1.307 32.710 -26.262
H 1.392 33.342 -26.955
O 3.417 32.216 -24.266
H 4.172 32.757 -24.110
O 1.680 29.998 -23.544
H 1.382 29.215 -23.114
C 2.589 33.198 -21.470
O 1.276 33.719 -21.317
C 0.439 33.460 -22.301
O 0.645 32.727 -23.229
O -0.702 34.063 -22.051
C -1.690 34.091 -23.060
H 2.795 32.491 -20.668
H 3.330 33.998 -21.479
H 2.755 32.667 -22.411
H -2.372 34.895 -22.793
H -2.305 33.187 -23.029
H -1.280 34.188 -24.062
C -1.420 29.584 -22.830
O -2.182 30.395 -23.728
C -1.571 30.960 -24.735
O -0.458 30.683 -25.160
O -2.360 31.817 -25.343
C -1.837 32.539 -26.474
H -2.175 29.040 -22.260
H -0.819 30.192 -22.163
H -0.884 28.804 -23.365
H -1.444 31.851 -27.217
H -1.035 33.204 -26.162
H -2.696 33.103 -26.824
C 3.575 31.209 -28.515
O 4.062 30.004 -27.861
C 3.329 29.553 -26.886
O 2.377 30.112 -26.394
O 3.808 28.403 -26.460
C 3.060 27.755 -25.440
H 2.620 31.049 -29.006
H 4.388 31.530 -29.154
H 3.441 31.915 -27.690
H 3.161 28.326 -24.513
H 3.417 26.741 -25.301
H 1.979 27.752 -25.593

=====

# 4
The ion C3H7N4OS with charge +1 at a distorted geometry, computed with ωB97M-V/def2-TZVPD.

## Properties
Total energy   -22059.136 eV
ΔE to the lowest compared entry with this formula, charge and spin   248.7 kJ/mol
E_HOMO   -12.8541 eV
Total charge   +1
M   147.2 g mol⁻¹
Orbital gap   8.8918 eV

Geometry (Å):
C 2.333 0.543 -0.167
C 0.175 -0.667 0.114
C -0.833 1.508 0.529
N 1.533 -0.500 0.280
N -0.820 0.190 0.087
N -0.164 -1.919 -0.044
N -1.877 2.169 0.256
O 1.946 1.437 -0.828
S 4.012 0.255 0.317
H 2.147 -1.290 0.375
H -1.628 -0.456 -0.180
H 0.459 -2.634 0.327
H -1.108 -2.287 -0.302
H -2.035 3.125 0.654
H -2.572 1.833 -0.553
H 4.398 1.384 0.066

=====

# 5
A structure of composition C31H50AsN4O10PSTa, computed with ωB97M-V/def2-TZVPD.

## Properties
Total energy   -141910.889 eV
ΔE to the lowest compared entry with this formula, charge and spin   194.8 kJ/mol
E_HOMO   -10.5423 eV
Total charge   +1
M   957.7 g mol⁻¹
Orbital gap   7.7286 eV

Geometry (Å):
Ta 0.029 0.640 -0.729
O -2.373 0.192 -3.928
C -1.776 0.909 -3.167
O -1.519 0.508 -1.918
C -1.346 2.296 -3.489
C -1.510 2.677 -4.824
C -1.163 3.937 -5.263
C -0.642 4.847 -4.353
C -0.473 4.487 -3.029
C -0.818 3.213 -2.570
S -0.551 3.004 -0.819
H -1.915 1.943 -5.508
H -1.292 4.209 -6.303
H -0.356 5.841 -4.673
H -0.052 5.197 -2.328
O 3.862 -0.614 -0.552
C 2.794 -0.180 -0.860
O 1.732 -0.163 -0.069
C 2.442 0.406 -2.258
O 3.100 0.234 -3.233
O 1.310 1.094 -2.183
C -2.443 5.846 3.411
N -1.753 4.692 2.840
C -0.343 4.818 2.497
C -2.424 3.569 2.578
O -1.955 2.556 2.065
H -1.703 6.600 3.662
H -2.969 5.576 4.327
H -3.145 6.286 2.702
H 0.231 5.104 3.381
H -0.203 5.578 1.726
H 0.014 3.866 2.119
H -3.482 3.630 2.879
C 3.953 -2.294 5.422
C 3.520 -1.189 4.503
C 2.202 -0.747 4.483
C 1.778 0.257 3.626
C 0.350 0.714 3.699
C 2.727 0.854 2.770
C 2.364 1.887 1.813
O 1.293 2.023 1.236
C 4.081 0.454 2.810
C 5.135 1.052 1.919
C 4.444 -0.574 3.664
H 3.121 -2.671 6.015
H 4.729 -1.947 6.106
H 4.373 -3.125 4.852
H 1.486 -1.192 5.168
H -0.122 0.307 4.594
H -0.216 0.403 2.826
H 0.277 1.801 3.737
H 3.173 2.576 1.535
H 4.993 0.747 0.881
H 6.119 0.710 2.235
H 5.145 2.143 1.953
H 5.478 -0.904 3.681
C 1.257 -4.809 -3.355
N 1.281 -3.498 -2.709
C 2.617 -3.144 -2.239
P -0.077 -2.774 -2.116
O 0.237 -1.333 -1.802
N -1.186 -3.113 -3.284
C -0.868 -2.696 -4.661
C -2.627 -3.100 -3.035
N -0.675 -3.503 -0.736
C -1.020 -4.925 -0.811
C -0.029 -3.189 0.539
H 1.621 -5.586 -2.675
H 1.917 -4.790 -4.226
H 0.255 -5.070 -3.681
H 2.986 -3.873 -1.510
H 2.619 -2.167 -1.779
H 3.309 -3.117 -3.082
H 0.203 -2.743 -4.839
H -1.220 -1.682 -4.854
H -1.367 -3.380 -5.350
H -2.852 -3.537 -2.067
H -3.107 -3.713 -3.800
H -3.035 -2.088 -3.105
H -1.477 -5.168 -1.768
H -1.730 -5.163 -0.016
H -0.137 -5.561 -0.674
H 0.290 -2.155 0.579
H 0.847 -3.824 0.712
H -0.735 -3.371 1.355
C -3.245 -0.063 2.790
As -2.869 0.042 0.911
C -3.479 -1.597 0.134
C -3.752 1.471 -0.022
O -1.154 -0.056 0.717
H -4.317 0.075 2.920
H -2.693 0.704 3.320
H -2.969 -1.055 3.139
H -4.501 -1.783 0.459
H -2.831 -2.411 0.451
H -3.444 -1.502 -0.947
H -4.601 1.772 0.591
H -4.087 1.091 -0.983
H -3.066 2.300 -0.150

=====

# 6
A cluster of 2 separate species, C7H7NO in total at a distorted geometry, computed with ωB97M-V/def2-TZVPD.

## Properties
Total energy   -10903.359 eV
SMILES   C#CC(N)(O)C#C.C#C
ΔE to the lowest compared entry with this formula, charge and spin   576.9 kJ/mol
E_HOMO   -9.6115 eV
Total charge   0
M   121.1 g mol⁻¹
Orbital gap   10.5736 eV

Geometry (Å):
C -2.404 -1.058 0.209
C -1.482 -0.503 -0.314
C -0.333 0.196 -0.919
N -0.478 0.183 -2.362
O -0.282 1.545 -0.533
C 0.896 -0.528 -0.461
C 1.920 -1.150 -0.398
H -3.180 -1.564 0.705
H 0.103 0.917 -2.760
H -0.208 -0.723 -2.748
H -0.137 1.588 0.429
H 2.818 -1.674 -0.262
C 0.573 0.105 2.254
C 0.815 1.283 2.330
H 0.265 -0.896 2.326
H 1.112 2.279 2.504